Density functional theory data (ωB97M-V with the def2-TZVPD basis set) for an isolated ion of composition C8H15N6O and charge +1.

XYZ file:
```
30
C8H15N6O (ωB97M-V with the def2-TZVPD basis set)
H -3.65 1.64 -1.54
N -2.84 1.23 -1.04
C -2.12 2.09 -0.51
C -0.45 1.49 0.06
C -0.64 1.52 1.58
N -0.50 0.48 2.28
H -0.67 0.61 3.28
C 0.58 2.52 -0.23
N 1.42 2.16 -1.08
H 2.10 2.95 -1.16
C -0.24 0.10 -0.51
C -1.26 -0.92 0.00
N -0.84 -2.26 -0.53
C 0.38 -2.61 -0.50
O 0.83 -3.83 -0.84
N 1.36 -1.74 -0.25
N 2.52 -2.29 0.36
C 1.17 -0.32 -0.03
H -2.14 3.21 -0.43
H -0.99 2.53 1.99
H 0.49 3.43 0.30
H -0.17 0.20 -1.60
H -1.19 -0.93 1.02
H -2.26 -0.60 -0.43
H -1.67 -2.74 -0.98
H 1.71 -4.15 -0.60
H 2.53 -1.93 1.30
H 3.28 -2.02 -0.28
H 1.92 0.29 -0.69
H 1.33 -0.11 1.05
```

Output
2S+1: 1
HOMO energy (eV): -12.7
E_tot (Ha): -717.261505
Total charge: +1

***

Density functional theory data (ωB97M-V with the def2-TZVPD basis set) for a 4-piece molecular cluster, C28H60N2O10S overall.

XYZ file:
```
101
C28H60N2O10S (ωB97M-V with the def2-TZVPD basis set)
C 4.13 0.08 4.58
O 5.26 -0.36 3.77
C 4.96 -1.63 3.15
C 3.71 -1.53 2.12
C 4.05 -2.12 0.68
C 2.80 -2.30 -0.29
N 1.84 -3.43 -0.06
C 1.07 -3.44 -1.34
O 0.81 -4.39 -2.08
C 0.75 -1.87 -1.50
C -0.77 -1.49 -1.16
C -1.34 -2.13 0.20
C -2.80 -2.80 0.02
C -3.80 -1.98 0.99
O -3.85 -0.60 0.49
C -4.89 0.10 1.14
C -5.29 1.54 0.60
O -5.52 -0.38 2.09
C 1.94 -1.04 -0.76
S 1.22 0.12 0.49
C 2.88 -0.18 -1.78
C 3.20 1.31 -1.29
N 4.24 1.85 -2.27
H 3.44 -0.79 4.85
H 4.43 0.71 5.47
H 3.51 0.77 3.90
H 5.89 -2.04 2.63
H 4.65 -2.33 4.00
H 3.54 -0.41 1.97
H 2.75 -1.96 2.59
H 4.90 -1.56 0.16
H 4.47 -3.18 0.86
H 3.29 -2.63 -1.28
H 2.45 -4.26 -0.13
H 0.81 -1.65 -2.62
H -0.98 -0.37 -1.24
H -1.40 -1.96 -2.01
H -0.65 -2.90 0.67
H -1.44 -1.29 0.97
H -2.75 -3.87 0.41
H -3.17 -2.76 -1.07
H -3.39 -2.01 2.04
H -4.82 -2.48 0.91
H -5.61 2.18 1.50
H -6.23 1.44 -0.04
H -4.47 2.08 0.04
H 0.62 1.13 -0.25
H 3.90 -0.69 -1.93
H 2.35 -0.14 -2.78
H 2.32 2.02 -1.37
H 3.71 1.33 -0.27
H 5.11 1.35 -2.06
H 4.36 2.83 -1.97
C -8.69 5.91 -3.24
O -7.32 6.23 -3.45
C -6.53 6.04 -2.27
C -5.76 4.73 -2.32
O -6.64 3.61 -2.29
C -6.84 3.05 -3.58
H -9.16 5.80 -4.22
H -8.81 4.97 -2.70
H -9.18 6.71 -2.69
H -7.16 6.10 -1.37
H -5.82 6.87 -2.23
H -5.13 4.67 -1.43
H -5.11 4.69 -3.20
H -5.96 2.46 -3.87
H -7.03 3.81 -4.33
H -7.70 2.38 -3.53
C 3.33 -8.40 3.63
O 2.76 -9.06 2.51
C 1.66 -8.35 1.96
C 2.06 -7.57 0.72
O 2.98 -6.52 1.03
C 4.33 -6.88 0.74
H 4.31 -8.84 3.82
H 3.46 -7.33 3.45
H 2.70 -8.55 4.51
H 1.21 -7.69 2.71
H 0.91 -9.09 1.68
H 1.17 -7.09 0.30
H 2.48 -8.23 -0.05
H 4.49 -6.81 -0.35
H 4.57 -7.88 1.08
H 4.99 -6.17 1.24
C -0.09 7.14 0.71
O 1.04 7.49 -0.08
C 2.23 6.83 0.35
C 2.55 5.63 -0.53
O 1.56 4.61 -0.40
C 0.63 4.61 -1.47
H -0.99 7.45 0.18
H -0.15 6.06 0.90
H -0.05 7.67 1.67
H 2.15 6.54 1.40
H 3.04 7.56 0.27
H 3.50 5.20 -0.20
H 2.66 5.93 -1.58
H 1.09 4.17 -2.36
H 0.28 5.62 -1.71
H -0.23 4.01 -1.18
```

Output
2S+1: 1
HOMO energy (eV): -8.9
E_tot (Ha): -2362.681722

***

Density functional theory data (ωB97M-V with the def2-TZVPD basis set) for a 2-piece molecular cluster, C2H8N2 overall.

XYZ file:
```
12
C2H8N2 (ωB97M-V with the def2-TZVPD basis set)
C 0.80 0.41 1.92
N 0.54 -0.81 1.72
H 1.16 0.97 1.06
H 0.77 0.89 2.92
H -0.11 -1.17 2.42
C -0.95 -0.12 -1.22
N 0.34 -0.28 -1.87
H -1.63 0.35 -1.95
H -1.52 -0.99 -0.93
H -1.04 0.63 -0.41
H 1.11 -0.40 -1.22
H 0.53 0.53 -2.45
```

Output
2S+1: 1
HOMO energy (eV): -9.1
E_tot (Ha): -190.447377

***

Density functional theory data (ωB97M-V with the def2-TZVPD basis set) for a 2-piece molecular cluster, C6H9BO2 overall.

XYZ file:
```
18
C6H9BO2 (ωB97M-V with the def2-TZVPD basis set)
B 0.00 -0.27 0.49
C 1.32 -3.12 -2.47
C 1.25 -2.98 -1.26
C -0.75 2.16 1.01
C 0.43 2.03 0.00
C -1.82 1.25 0.45
C 1.12 -2.78 0.10
O 0.94 0.69 0.35
O -1.37 -0.13 0.61
H 1.84 -3.36 -3.35
H -0.61 1.74 1.97
H -1.24 3.17 1.20
H 0.12 2.17 -1.00
H 1.31 2.58 0.20
H -2.75 1.12 1.07
H -1.96 1.56 -0.54
H 1.95 -2.78 0.66
H 0.23 -3.05 0.50
```

Output
2S+1: 1
HOMO energy (spin up / spin down) (eV): -7.2 / -7.5
E_tot (Ha): -409.197671

***

Density functional theory data (ωB97M-V with the def2-TZVPD basis set) for C20H27FeN2O3PS as an isolated structure.

XYZ file:
```
55
C20H27FeN2O3PS (ωB97M-V with the def2-TZVPD basis set)
C 0.49 3.32 -3.73
C -0.78 2.82 -3.43
C -0.94 1.74 -2.54
C 0.19 1.16 -1.99
C 1.45 1.69 -2.22
C 1.62 2.78 -3.09
C -2.30 1.26 -2.12
C -2.41 -0.21 -1.69
N -2.49 -1.12 -2.78
Fe -0.05 0.06 -0.13
C 2.57 1.08 -1.41
P 1.97 -0.65 -1.01
H -1.68 3.24 -3.87
H 2.62 3.19 -3.23
H 0.61 4.14 -4.44
H 2.67 1.59 -0.44
H 3.54 1.05 -1.92
H -2.62 1.87 -1.25
H -3.02 1.46 -2.93
H -1.58 -0.52 -0.96
C 3.32 -1.32 -0.03
C 2.12 -1.46 -2.63
H -3.36 -0.34 -1.15
C -1.53 -1.12 -3.84
C -3.19 -2.36 -2.57
H 0.29 -1.41 0.77
H -1.97 -1.69 -4.67
H -1.31 -0.10 -4.18
H -0.58 -1.60 -3.55
H -3.42 -2.80 -3.55
H -2.59 -3.10 -2.00
H -4.13 -2.18 -2.03
H 3.17 -1.43 -2.94
H 1.77 -2.49 -2.55
H 1.51 -0.93 -3.37
H 4.26 -1.21 -0.60
H 3.39 -0.78 0.92
H 3.12 -2.38 0.16
H -0.41 -1.57 0.34
O 2.32 3.51 4.78
S 2.27 2.22 4.15
O 3.35 1.31 4.47
N 1.96 2.32 2.52
C 0.83 1.73 2.14
O 0.52 1.51 0.91
C 0.01 1.21 3.27
C -1.19 0.48 3.25
C -1.57 -0.15 4.44
C -0.82 -0.01 5.61
C 0.36 0.75 5.63
C 0.74 1.36 4.44
H -1.82 0.43 2.36
H -2.47 -0.76 4.45
H -1.16 -0.51 6.52
H 0.97 0.86 6.52
```

Output
2S+1: 5
HOMO energy (spin up / spin down) (eV): -7.2 / -8.4
E_tot (Ha): -3116.656120
Expectation value of S²: 6.03

***

Density functional theory data (ωB97M-V with the def2-TZVPD basis set) for a 2-piece molecular cluster, CH5S2 overall.

XYZ file:
```
8
CH5S2 (ωB97M-V with the def2-TZVPD basis set)
S -0.35 -0.56 -2.39
H 0.58 -1.37 -2.90
C 0.31 0.25 1.20
S -1.32 0.84 0.77
H 0.82 -0.14 0.31
H 0.95 1.04 1.55
H 0.23 -0.50 1.99
H -1.21 0.44 -0.53
```

Output
2S+1: 1
HOMO energy (eV): -2.9
E_tot (Ha): -837.498756
Total charge: -1

***

Copy entry 5 word for word.
Density functional theory data (ωB97M-V with the def2-TZVPD basis set) for C20H27FeN2O3PS as an isolated structure.

XYZ file:
```
55
C20H27FeN2O3PS (ωB97M-V with the def2-TZVPD basis set)
C 0.49 3.32 -3.73
C -0.78 2.82 -3.43
C -0.94 1.74 -2.54
C 0.19 1.16 -1.99
C 1.45 1.69 -2.22
C 1.62 2.78 -3.09
C -2.30 1.26 -2.12
C -2.41 -0.21 -1.69
N -2.49 -1.12 -2.78
Fe -0.05 0.06 -0.13
C 2.57 1.08 -1.41
P 1.97 -0.65 -1.01
H -1.68 3.24 -3.87
H 2.62 3.19 -3.23
H 0.61 4.14 -4.44
H 2.67 1.59 -0.44
H 3.54 1.05 -1.92
H -2.62 1.87 -1.25
H -3.02 1.46 -2.93
H -1.58 -0.52 -0.96
C 3.32 -1.32 -0.03
C 2.12 -1.46 -2.63
H -3.36 -0.34 -1.15
C -1.53 -1.12 -3.84
C -3.19 -2.36 -2.57
H 0.29 -1.41 0.77
H -1.97 -1.69 -4.67
H -1.31 -0.10 -4.18
H -0.58 -1.60 -3.55
H -3.42 -2.80 -3.55
H -2.59 -3.10 -2.00
H -4.13 -2.18 -2.03
H 3.17 -1.43 -2.94
H 1.77 -2.49 -2.55
H 1.51 -0.93 -3.37
H 4.26 -1.21 -0.60
H 3.39 -0.78 0.92
H 3.12 -2.38 0.16
H -0.41 -1.57 0.34
O 2.32 3.51 4.78
S 2.27 2.22 4.15
O 3.35 1.31 4.47
N 1.96 2.32 2.52
C 0.83 1.73 2.14
O 0.52 1.51 0.91
C 0.01 1.21 3.27
C -1.19 0.48 3.25
C -1.57 -0.15 4.44
C -0.82 -0.01 5.61
C 0.36 0.75 5.63
C 0.74 1.36 4.44
H -1.82 0.43 2.36
H -2.47 -0.76 4.45
H -1.16 -0.51 6.52
H 0.97 0.86 6.52
```

Output
2S+1: 5
HOMO energy (spin up / spin down) (eV): -7.2 / -8.4
E_tot (Ha): -3116.656120
Expectation value of S²: 6.03

***

- Look up the 2S+1 of the first one.
  1

***

- Which of these has the highest 2S+1?
  C20H27FeN2O3PS